# C8H13OP

C8H13OP in the gas phase in a non-equilibrium geometry (the ωB97M-V functional and the def2-TZVPD basis, OMol25).

largest force on an atom = 5.64 eV/Å
E_LUMO = 0.596 eV
charge = 0
gap between HOMO and LUMO = 7.897 eV
SMILES string = CC1=C[PH2]=C[C@](C)(O)C=C1
ΔE to the lowest compared entry with this formula, charge and spin = 96.8 kcal/mol
HOMO level = -7.30 eV

Geometry as XYZ:
```
23
Properties=species:S:1:pos:R:3:mulliken_charge:R:1
H 0.20 2.04 1.79 0.0961
C 1.59 1.09 0.07 -0.7752
H -1.49 -1.65 -1.68 0.4702
H 2.27 1.76 -0.31 0.4972
H -2.50 1.74 -0.76 0.2424
H -3.66 -0.28 0.39 0.3812
C -1.34 -0.65 -1.44 -1.2728
H 2.86 -0.77 -1.08 0.3047
H -0.23 -0.31 -1.57 0.1834
C -1.79 -0.26 0.00 1.2279
C -1.86 1.19 0.12 -0.9729
H 0.03 2.95 -0.19 0.0645
P -0.18 1.79 0.39 0.2263
C 1.71 -0.21 0.37 0.8016
H 3.25 -1.76 0.40 0.3728
H 3.79 -0.07 0.14 0.4089
C 0.53 -0.95 0.98 -0.2508
H -1.39 -1.45 1.62 0.2379
H 0.83 -1.55 1.83 0.3162
C 3.04 -0.77 0.00 -1.4324
H -1.92 -0.06 -2.28 0.2767
O -2.98 -0.95 0.30 -0.5750
C -0.77 -0.86 0.88 -0.8292
```

# C30H23BBiN3O2S

A molecular structure, C30H23BBiN3O2S in a non-equilibrium geometry (the ωB97M-V functional and the def2-TZVPD basis, OMol25).

largest force on an atom = 1.19 eV/Å
E_LUMO = -0.515 eV
charge = 0
gap between HOMO and LUMO = 7.600 eV
ΔE to the lowest compared entry with this formula, charge and spin = 9.4 kcal/mol
HOMO level = -8.11 eV

Geometry as XYZ:
```
61
Properties=species:S:1:pos:R:3:mulliken_charge:R:1
H 3.67 3.71 -1.16 0.5267
H -0.50 2.27 -1.24 0.5432
H -4.58 0.09 2.31 0.4875
C 2.55 0.51 -1.02 1.3926
H 2.39 -5.74 -1.28 0.4014
H 3.66 -0.66 0.33 0.4817
H -1.43 -7.33 1.03 0.3807
H -6.40 -0.10 0.61 0.3931
H 0.91 6.82 2.18 0.1852
H -0.84 -2.69 2.59 0.2412
C 2.06 1.51 -3.16 -1.0594
C -2.17 -5.79 2.30 -0.5210
H 1.67 1.44 -4.16 0.4533
C 2.71 2.67 -2.77 0.5230
H 3.51 1.79 0.40 0.4245
C 3.20 2.79 -1.47 -0.6200
H 2.74 -1.58 -0.88 0.3546
C 0.65 -6.09 -0.10 -0.7821
C 1.14 4.31 1.50 -0.7032
N 1.10 7.19 1.26 -0.3583
C -3.06 -0.34 0.85 0.6505
O -1.43 -0.83 -0.60 -0.6702
N 0.28 2.26 0.64 -0.0144
H 0.50 -7.10 -0.44 0.3699
C -4.36 -0.13 1.28 -1.0642
O -1.90 -0.35 1.56 -0.5820
H 2.69 -3.45 -0.54 0.5047
C 3.11 1.72 -0.61 -0.4497
H 1.11 2.40 2.49 0.4376
C -0.25 -5.55 0.85 0.9183
C -0.05 2.89 -0.48 -0.5821
C -2.77 -0.63 -0.48 1.0268
C 0.16 4.24 -0.68 -0.6992
S 1.07 7.10 -1.34 -0.3466
C 0.76 4.99 0.34 0.8820
C -1.31 -6.31 1.38 -0.7834
C 0.86 2.96 1.60 -0.6855
C 0.97 6.43 0.16 0.2481
C -2.00 -4.46 2.73 -1.0152
C 0.99 -3.42 0.76 -0.3221
C 1.85 -4.00 -0.14 -0.1403
C -3.76 -0.72 -1.43 -1.1635
C -0.07 -4.20 1.29 1.0216
C 1.68 -5.33 -0.57 -0.9616
H 1.65 4.80 2.31 0.3796
C 2.73 -0.71 -0.22 -1.9453
H -2.70 -4.04 3.44 0.4144
H -0.12 4.72 -1.60 0.4071
B -0.90 -0.67 0.66 1.0097
C 1.97 0.44 -2.29 -0.3171
C -5.36 -0.23 0.32 -0.5162
H -5.88 -0.61 -1.71 0.3937
H 1.49 -0.47 -2.60 0.4295
H -2.97 -6.39 2.70 0.3940
Bi 1.25 -1.27 1.47 0.9090
N 3.17 4.45 -4.55 -0.5455
H -3.53 -0.95 -2.46 0.4951
C 2.94 3.68 -3.73 -0.0883
C -0.97 -3.70 2.25 -0.4446
C -5.07 -0.52 -1.00 -0.5190
H 1.18 8.18 1.14 0.2196
```

# C5H6N2O

C5H6N2O in the gas phase in a non-equilibrium geometry (the ωB97M-V functional and the def2-TZVPD basis, OMol25).

largest force on an atom = 6.49 eV/Å
E_LUMO = 0.400 eV
charge = 0
gap between HOMO and LUMO = 9.028 eV
SMILES string = O=C1C[C@@H]2C=NN[C@H]12
ΔE to the lowest compared entry with this formula, charge and spin = 77.4 kcal/mol
HOMO level = -8.63 eV

Geometry as XYZ:
```
14
Properties=species:S:1:pos:R:3:mulliken_charge:R:1
C 0.09 0.41 0.95 -0.0534
H 0.49 -2.39 0.26 0.2933
H 0.27 2.53 0.22 0.3108
H -1.53 -1.08 0.39 0.3931
H -0.18 0.46 2.09 0.2839
O 2.57 0.00 0.76 -0.5621
H -1.52 -0.05 -2.02 0.4688
C 0.52 -1.35 -0.27 -0.5081
C -1.10 0.28 -1.11 -0.4590
N -0.44 1.72 0.34 -0.1721
N -0.87 1.55 -0.87 -0.5618
C 1.40 -0.33 0.60 0.1762
C -0.73 -0.50 -0.04 0.0978
H 1.04 -1.25 -1.31 0.2926
```

# C12H14IN3O3Ti

A molecular structure, C12H14IN3O3Ti in a non-equilibrium geometry (the ωB97M-V functional and the def2-TZVPD basis, OMol25).

largest force on an atom = 4.16 eV/Å
E_LUMO = -9.016 eV
charge = +2
gap between HOMO and LUMO = 7.266 eV
ΔE to the lowest compared entry with this formula, charge and spin = 4.1 kcal/mol
HOMO level = -16.28 eV

Geometry as XYZ:
```
34
Properties=species:S:1:pos:R:3:mulliken_charge:R:1
H 0.07 -4.79 -2.61 0.4917
O 1.08 -0.19 4.23 -0.3012
N -0.07 -0.14 3.90 1.0392
Ti -0.03 0.27 0.55 1.0677
C -0.98 -1.90 -1.21 0.9080
H 2.01 -2.11 0.21 0.4596
H 4.08 2.17 0.33 0.2439
H -4.85 1.65 -0.77 0.4206
H 2.40 3.48 1.89 0.2526
O -0.25 0.01 2.24 -0.7340
H -3.36 -1.96 -2.58 0.3636
H 3.70 4.60 2.23 0.3295
C 4.39 2.94 1.03 -0.7019
N 0.13 -1.57 -0.46 0.0396
C -2.09 -0.96 -1.17 0.6106
C -4.26 -0.14 -1.82 -0.5261
C -2.91 1.01 -0.17 -0.1847
C 1.19 -2.42 -0.44 -0.0949
C -3.26 -1.10 -1.93 -0.5879
H -2.68 1.80 0.55 0.4790
C 3.29 3.94 1.46 -0.9724
O -1.11 -0.17 4.49 -0.2826
N -1.91 0.10 -0.32 0.0056
H 5.18 3.53 0.56 0.2669
C 1.20 -3.57 -1.22 -0.7549
C -1.02 -3.06 -1.99 -0.6767
H -1.93 -3.27 -2.55 0.3613
C -4.08 0.90 -0.91 -0.7066
I 1.28 2.21 -0.41 0.1359
H -5.16 -0.22 -2.42 0.4900
H 4.82 2.46 1.91 0.2654
H 2.96 4.57 0.63 0.3104
H 2.10 -4.19 -1.24 0.4204
C 0.09 -3.90 -2.00 -0.4379
```